Entry 1:
Computed, not measured: a molecular structure, C20H21N4O7SSc, with wB97M-V/def2-TZVPD.

Results
Relative energy (zero: lowest compared OMol25 entry of this formula, charge and spin) (kcal per mole): 27.3
Highest occupied orbital energy (eV): -7.8382
LUMO (eV): 0.375
Frontier orbital gap (eV): 8.213

ORCA input file:
```
! wB97M-V def2-TZVPD RIJCOSX def2/J DEFGRID3
* xyz 0 1
C 2.86850 -2.87983 1.15190
N 1.44550 -4.90423 0.99500
C -0.52060 -3.97553 1.00310
H 2.06680 3.96287 -0.80580
C -0.84080 2.50147 -1.66510
C 0.10710 -5.18033 0.95170
C 1.59820 -3.55813 1.07010
C 5.28630 -1.50893 1.27330
N 0.40160 -2.96813 1.07690
H 4.15080 0.11667 2.10250
C 0.58240 4.84547 -2.10090
H 4.02300 -4.48113 0.29690
C -1.35620 3.49097 -2.48860
H -1.74810 6.48317 -2.92950
O 2.51920 1.66897 0.06280
C -0.81870 2.04597 1.75440
Sc 0.19660 -0.72883 1.24700
O -1.64670 -1.27713 -0.03110
O -1.28960 -0.22713 2.33430
C 0.38560 2.70057 -1.05790
H -1.17370 2.74267 0.98080
H -1.57050 -3.76283 0.99650
H 6.15340 -3.27463 0.40430
H -4.20160 -0.38193 -1.31800
C -2.82110 -1.06683 -0.26450
H -0.85720 2.55537 2.72500
O 1.82430 -0.97323 2.12990
H -0.45520 6.28387 -4.11180
N 0.53710 1.60147 1.53780
S 1.09570 1.48887 0.06940
H -2.31800 3.34447 -2.95780
O 0.68330 0.13457 -0.45200
H -5.96120 -1.98923 0.16010
C -1.23710 5.75957 -3.56570
N -5.10840 -1.85673 -0.37140
H 2.19550 -5.57443 0.98690
O -2.92550 0.91747 1.37540
H -1.37950 1.57987 -1.50420
C 2.89450 -1.54933 1.67150
C 4.05230 -3.48313 0.71410
C -3.96830 -1.68593 0.52460
H 6.22550 -0.97563 1.29770
H -3.61580 -2.59863 1.02240
C -0.65730 4.67297 -2.71060
O -3.21960 -0.35043 -1.29660
H -4.98700 -2.67133 -0.96620
H -1.96160 5.35987 -4.27220
C 1.10340 3.86257 -1.27890
C -1.78320 0.83867 1.81950
H -4.22930 -0.95143 1.29390
H 1.13700 5.75877 -2.26350
C 4.14470 -0.89613 1.72700
H -0.27710 -6.17723 0.88670
C 5.25060 -2.80893 0.76880
*
```

***

Entry 2:
Computed, not measured: a single C20H21N5O2S molecule, with wB97M-V/def2-TZVPD.

Results
Relative energy (zero: lowest compared OMol25 entry of this formula, charge and spin) (kcal per mole): 12.2
Highest occupied orbital energy (eV): -8.1620
LUMO (eV): 0.581
Frontier orbital gap (eV): 8.743
Structure (SMILES): Cc1nc([C@@H](C)NC(=O)CCc2nnc(Cc3c[nH]c4ccccc34)o2)cs1

ORCA input file:
```
! wB97M-V def2-TZVPD RIJCOSX def2/J DEFGRID3
* xyz 0 1
H -3.00060 -0.39373 -2.60982
O -3.56418 2.73745 -1.13281
C 6.02801 0.44737 0.30165
C -4.34994 0.25699 -0.08628
H 3.10818 -2.93827 1.19139
N -0.71637 0.62113 1.15904
H 2.88375 1.13573 -1.92222
C -0.70373 2.86435 0.06223
C -1.49256 -3.64700 0.74454
C -2.85248 -0.98896 -1.73203
S -1.75806 -2.31835 -1.73837
O 0.51006 0.84148 -0.63480
H 4.82561 2.65505 -1.96488
H -4.77956 0.74298 -0.96819
H 1.52585 -1.23106 -1.85630
H -0.67461 -3.19130 1.30415
N -3.02859 -1.76989 0.41166
C 2.87801 -1.24275 -0.19656
H -6.04157 0.58690 1.20330
C 3.74935 0.93957 -1.30749
C -2.16294 -2.59185 -0.04509
C -0.33390 1.43907 0.23431
H 6.89739 0.25937 0.91440
C 4.83552 1.78457 -1.32549
C 3.47782 -2.04192 0.73188
C 3.78846 -0.17629 -0.47119
C 4.93404 -0.40833 0.32783
H 6.79311 2.22898 -0.57748
C 1.50654 -1.40792 -0.77942
H -1.09765 -4.42537 0.09679
H -2.19482 -4.07491 1.45572
H -6.07890 -0.95314 0.33118
H -0.72757 3.08909 -1.00677
C 0.60563 -0.41529 -0.14460
N -0.11239 -0.56548 0.91771
N 4.71443 -1.54947 1.04448
H -2.27518 4.23601 0.57480
H 0.07264 3.48470 0.52080
N -3.53481 1.26256 0.57927
C -2.06475 3.17304 0.69332
H -4.98293 -0.74872 1.70130
C 5.96108 1.54208 -0.53264
H -2.05373 2.91218 1.75013
C -3.13127 2.38082 -0.05526
C -3.43350 -0.85543 -0.51018
C -5.43893 -0.24651 0.85247
H 5.35675 -1.96110 1.69946
H 1.12902 -2.40853 -0.57440
H -2.99578 0.93008 1.36843
*
```

***

Entry 3:
Computed, not measured: a molecular structure, C20H21N5O2SV, with wB97M-V/def2-TZVPD.

Results
Highest occupied orbital energy (spin up / spin down) (eV): -5.1147 / -7.5535
⟨S²⟩: 3.79
LUMO (spin up / spin down) (eV): 0.291 / 0.179
Frontier orbital gap (spin up / spin down) (eV): 5.406 / 7.733

ORCA input file:
```
! wB97M-V def2-TZVPD RIJCOSX def2/J DEFGRID3
* xyz 0 4
C 2.17666 -3.69668 -1.18216
C 3.16997 -0.44381 2.95124
S -0.73566 -3.76828 -0.73487
H 3.01911 -5.78149 -1.58852
C 2.72568 -1.28662 3.94235
C 2.19949 0.20541 2.16347
H -3.08289 -1.02402 -0.38260
C 0.80336 0.12649 2.55012
C -1.38356 -2.10950 -0.44900
C 2.65293 0.73302 0.92657
H -0.78762 3.72731 -2.49199
N -0.09505 2.08867 -1.50716
C -1.04397 2.94817 -1.82226
H 1.37896 3.41865 -2.10166
C 0.40992 -0.78356 3.51848
H 3.38563 -1.83448 4.60062
V -0.23795 0.70872 -0.06038
C 0.84470 -3.03307 -0.90378
C -2.79418 2.01509 -0.34866
C -4.03693 2.24873 0.28848
H 1.04323 -2.31762 4.90686
C -4.55007 4.14969 -1.16641
H 1.19567 1.89694 -3.19298
C -3.23226 4.04795 -1.65382
N 0.85847 -1.75762 -0.70746
N -0.43235 -1.20294 -0.48973
N 1.78091 1.06250 -0.06002
H 4.23928 -0.33975 2.79092
H 2.87063 -3.40716 -0.34908
H 3.71804 0.90925 0.78790
H -5.89127 3.27754 0.32591
H 2.72686 0.66574 -1.80055
O -2.21193 0.82454 -0.21481
H -0.65443 -1.06458 3.51366
H 1.46338 -5.76453 -0.78515
H -2.83511 4.78871 -2.37135
C -4.92142 3.17427 -0.20012
H -4.21162 1.50710 1.04466
H 1.63144 -5.35198 -2.51569
C 1.34638 -1.55084 4.13667
H -3.29542 -2.72460 -0.12718
H -5.22289 4.96288 -1.54514
C -2.34691 3.01845 -1.21971
N -2.70085 -1.92043 -0.13435
H 2.55053 -3.22899 -2.07573
C 2.30711 1.60416 -1.28232
C 2.07427 -5.19690 -1.52898
C 1.20856 2.30828 -2.14381
O -0.13511 0.78959 1.86049
H 3.05829 2.38160 -1.17097
*
```

***

Entry 4:
Computed, not measured: a single C20H21NO3 molecule, with wB97M-V/def2-TZVPD.

Results
Relative energy (zero: lowest compared OMol25 entry of this formula, charge and spin) (kcal per mole): 33.8
Highest occupied orbital energy (eV): -7.8674
LUMO (eV): 0.420
Frontier orbital gap (eV): 8.288
Structure (SMILES): CCOc1cccc(OCCCOc2cccc3cccnc23)c1

ORCA input file:
```
! wB97M-V def2-TZVPD RIJCOSX def2/J DEFGRID3
* xyz 0 1
H 3.79621 -2.15685 -2.04485
H 3.40788 -4.28922 -3.26679
C 3.95370 -3.12032 -1.54321
H 3.08604 -2.97015 2.27123
H 1.06072 -1.95436 3.28003
C 1.21592 -1.90845 2.21279
C 1.61049 -1.79496 -0.52894
C 0.28184 -1.27963 1.41475
H -0.12960 -1.30660 -2.55600
C -0.37256 -0.36322 -2.04754
H 1.75923 -1.75577 -1.59504
O 0.50271 2.40268 -0.67215
C -3.90493 1.47583 1.29109
C 2.34510 -2.47998 1.66114
H 0.75988 0.68861 -3.52318
H -1.37201 -0.04939 -2.36202
C -3.67929 1.79927 -1.04836
O -0.49799 -0.57097 -0.65907
C -0.36406 2.12520 0.33028
O 3.69380 -3.01573 -0.15980
N -2.39167 1.98371 -0.97482
C -1.77302 1.92838 0.22247
C 2.54405 -2.43148 0.28299
H -2.46388 1.47659 3.55498
C -4.49674 1.53362 0.06055
H -0.60702 -0.83303 1.82825
H -4.48477 1.27635 2.18224
C 0.22350 2.13610 -2.03538
C -1.87461 1.66050 2.66840
C 0.64279 0.71693 -2.43853
H 5.01906 -3.36193 -1.59988
C 0.21640 2.09953 1.58487
H -0.02004 1.86368 3.69704
C 0.48254 -1.21048 0.03784
H 0.84418 2.85548 -2.57966
H 3.34956 -5.17696 -1.73685
H -0.83034 2.30670 -2.26056
H -5.55724 1.38131 -0.06883
H 1.60926 0.50607 -1.97658
H -4.10430 1.86129 -2.04331
C -0.52616 1.87638 2.74336
C -2.51464 1.68185 1.41692
H 1.28219 2.25598 1.64569
C 3.14052 -4.22375 -2.21552
H 2.07440 -4.02770 -2.13175
*
```

***

Entry 5:
Computed, not measured: a single C20H21NO4 molecule, with wB97M-V/def2-TZVPD.

Results
Relative energy (zero: lowest compared OMol25 entry of this formula, charge and spin) (kcal per mole): 38.4
Highest occupied orbital energy (eV): -8.2302
LUMO (eV): 0.139
Frontier orbital gap (eV): 8.369
Structure (SMILES): CCCN1C(=O)[C@](O)(CC(=O)c2cccc(OC)c2)c2ccccc21

ORCA input file:
```
! wB97M-V def2-TZVPD RIJCOSX def2/J DEFGRID3
* xyz 0 1
C -1.63348 2.34916 1.75874
C 0.84951 0.81392 -0.53886
O 5.14220 -1.15607 0.70614
H -1.97710 2.37504 3.87176
H -2.10887 3.00934 -2.26763
C -2.11988 1.82746 2.95254
C -3.13920 -1.40512 -1.00388
H 0.30132 2.18190 -2.06615
C -1.42512 1.92358 -0.81397
H -1.97461 -2.51812 0.42499
C 4.42719 2.00964 -0.87932
H -1.12192 3.29895 1.73701
C 3.04510 2.00715 -0.96930
C -1.83230 1.63156 0.60355
H 2.41539 -0.98852 0.43912
H -4.09586 -1.53312 -0.48789
N -2.59121 -0.11701 -0.66077
H 4.98659 2.85278 -1.25586
C -2.98659 -0.11825 1.80932
H -2.93142 -3.92850 -2.11757
H 0.44742 2.92642 -0.46201
H 3.91980 -2.80775 0.40882
H -3.31539 -1.39399 -2.08310
C 5.10062 0.94634 -0.31395
H -1.23021 -2.36291 -1.16085
C 0.09927 2.04271 -0.99918
O -2.06056 3.08774 -1.30550
C -1.96465 0.68491 -1.55702
C 2.32875 0.91627 -0.48511
O 0.27714 -0.21136 -0.23550
C -2.50356 0.40424 0.62558
C -2.17627 -2.53941 -0.64740
H 2.54320 2.84558 -1.42359
H 3.80750 -2.04982 2.02223
H -3.50604 -1.06300 1.84021
C 4.48245 -2.29981 1.19793
O -1.89885 0.51871 -2.75614
H 6.17636 0.94099 -0.23775
C 4.39423 -0.15759 0.17234
C -2.78356 0.61340 2.97229
H 5.26912 -2.95841 1.56214
C 3.01036 -0.16312 0.08093
H -2.05551 -4.68888 -0.78875
C -2.74899 -3.89239 -1.04602
H -3.15209 0.22310 3.90958
H -3.69029 -4.07772 -0.53212
*
```

***

Entry 6:
Computed, not measured: a molecular structure, C20H22AsCaF6NPS, with wB97M-V/def2-TZVPD.

Results
Highest occupied orbital energy (spin up / spin down) (eV): -14.2868 / -14.2830
⟨S²⟩: 0.78
LUMO (spin up / spin down) (eV): -7.712 / -9.190
Frontier orbital gap (spin up / spin down) (eV): 6.575 / 5.093

ORCA input file:
```
! wB97M-V def2-TZVPD RIJCOSX def2/J DEFGRID3
* xyz 2 2
H 5.41102 -0.40403 1.38630
C 4.78510 -0.19623 0.51879
H 0.38059 4.12885 -2.18722
H -1.91449 -0.73964 -0.01595
C 3.40956 -0.44308 0.55097
N -1.97454 -1.71641 -0.24121
H 2.29853 -2.40805 -1.69939
F -3.07920 2.52500 2.49711
H 1.20364 -0.10257 4.73643
H -2.34973 1.14485 -3.78907
C 4.54789 0.42881 -1.80256
H 2.59719 0.28982 -2.67544
F -4.13223 4.31549 0.94696
H 1.40887 2.40196 -0.82057
F -3.68596 2.75772 -1.02981
As -3.56787 2.74038 0.67833
H 6.40401 0.53847 -0.72824
H -0.03440 0.93370 5.45612
H -2.75326 -0.74898 5.27960
H 2.99998 -0.84582 1.45821
C -0.87129 0.44342 -2.45696
F -5.00910 1.81578 1.01403
C 0.15025 -0.04699 5.03451
H -3.31966 -0.12033 3.74612
C -0.97701 -2.45780 -0.79201
H 0.00097 -0.72260 5.85658
C 5.35678 0.28673 -0.67751
H 1.72645 -4.65531 -2.47282
C -1.06959 2.77564 -3.12766
Ca -1.11328 1.68924 1.63385
F -2.62469 0.89617 0.48363
H -0.54968 -5.62511 -1.99836
C 2.58870 -0.19899 -0.55976
C 1.29729 -2.76955 -1.54216
C 0.99183 -4.05822 -1.95756
H -2.86082 -2.17035 -0.00119
C 0.34226 -1.95211 -0.93804
H -1.51995 3.54378 -3.71246
C 3.18758 0.19284 -1.75906
C -0.27952 -4.62376 -1.69591
H -1.19116 -0.57014 -2.49648
H -2.27711 -4.20468 -0.94739
C -1.25813 -3.82863 -1.12292
C -2.50844 -0.02979 4.48464
F -1.74694 3.44327 0.53202
C 0.02171 3.08444 -2.29684
C 0.60591 2.10544 -1.49490
H 4.93812 0.75191 -2.76447
C 0.15569 0.77378 -1.56712
H -2.49561 0.96212 4.97041
C -1.47756 1.43074 -3.21381
S -0.96134 -0.40683 3.62956
P 0.79267 -0.35435 -0.30932
*
```

***

no.,calculated total energy (eV)
1,-72914.8533
2,-43462.7359
3,-69148.9836
4,-28712.6221
5,-30761.5925
6,-138282.8698